{
  "formula": "C37H64BBr2I2N2O14P2S",
  "method": "wB97M-V/def2-TZVPD",
  "lumo_energy_ev": -2.86,
  "total_charge": 1,
  "e_homo_ev": -10.2,
  "homo_lumo_gap_ev": 7.4,
  "symbols": ["C", "C", "O", "C", "C", "C", "C", "C", "I", "C", "C", "I", "C", "C", "Br", "C", "C", "Br", "P", "N", "O", "O", "C", "C", "B", "O", "C", "C", "N", "P", "S", "H", "H", "H", "H", "H", "H", "H", "H", "H", "H", "H", "H", "H", "H", "H", "H", "H", "H", "H", "H", "H", "H", "H", "H", "H", "H", "H", "H", "H", "H", "H", "H", "H", "H", "O", "C", "O", "C", "C", "C", "H", "H", "H", "H", "H", "H", "O", "C", "O", "C", "C", "C", "H", "H", "H", "H", "H", "H", "O", "C", "O", "C", "C", "C", "H", "H", "H", "H", "H", "H", "O", "C", "O", "C", "C", "C", "H", "H", "H", "H", "H", "H", "O", "C", "O", "C", "C", "C", "H", "H", "H", "H", "H", "H"],
  "xyz": [[1.6605, -5.3105, 3.9587], [0.0514, -5.5313, 3.5587], [-0.6771, -4.4574, 4.2444], [-1.6880, -3.8163, 3.3921], [-1.4320, -2.1669, 3.5285], [-1.7263, -1.3395, 2.1563], [-0.5710, -0.2698, 1.6751], [0.9535, -0.7631, 1.6727], [1.1562, -2.9376, 1.1416], [1.9567, -0.0941, 0.5230], [1.4711, -0.2835, -1.0201], [3.8081, -1.3453, 0.6786], [-0.9520, 1.1695, 2.4205], [-1.0260, 1.1424, 4.0201], [0.5283, 0.3672, 5.1211], [-2.0629, 1.6414, 4.9609], [-3.3944, 2.3814, 4.4225], [-1.9414, 1.4873, 6.9961], [0.2926, 2.6126, 1.9986], [1.6432, 2.5945, 2.8646], [-0.5796, 4.0872, 2.4691], [0.5331, 2.7673, 0.2594], [-2.2532, 1.6357, 1.5290], [-3.4060, 0.4396, 1.4015], [-3.7268, 0.0459, -0.1982], [-3.2075, -1.2290, -0.8087], [-4.5790, 1.0222, -1.2313], [-5.3316, 2.2856, -0.5070], [-3.1263, -0.7566, 2.2759], [-4.4283, -2.0248, 2.1723], [-6.2441, -1.2223, 2.2047], [2.3946, -5.7677, 3.1707], [1.8006, -4.1247, 3.9586], [1.8913, -5.6414, 5.0743], [-0.2463, -6.5680, 4.0319], [0.0175, -5.5003, 2.3906], [-2.7355, -4.1511, 3.7893], [-1.6364, -4.0898, 2.2568], [-2.0176, -1.8063, 4.4778], [-0.2674, -2.0989, 3.7834], [-1.8003, -2.1477, 1.2804], [-0.8252, -0.1255, 0.5133], [1.5671, -0.6951, 2.6626], [2.3355, 0.9746, 0.7856], [0.3943, 0.0968, -1.2734], [2.2072, 0.3801, -1.6871], [1.5616, -1.3712, -1.4558], [-3.0450, 3.3554, 3.8267], [-4.0922, 1.6798, 3.7991], [-4.0273, 2.7806, 5.3207], [2.4482, 2.6015, 2.2055], [-0.1661, 4.3827, 3.3539], [0.9871, 3.6587, 0.0659], [-2.6904, 2.6877, 1.7886], [-1.8647, 1.7656, 0.4047], [-4.4139, 0.9632, 1.7705], [-4.0315, -1.5835, -1.2982], [-5.3210, 0.4208, -1.9396], [-3.7735, 1.4978, -1.9728], [-4.6213, 3.0314, 0.0522], [-6.0479, 2.8673, -1.2631], [-6.0508, 1.8196, 0.3214], [-3.2056, -0.4139, 3.2809], [-4.3434, -2.7247, 3.4623], [-4.2375, -2.9279, 1.0582], [2.8445, -1.4256, -4.6099], [3.0310, -2.5733, -4.2407], [2.1702, -3.2765, -3.4478], [2.7544, -4.5377, -3.1257], [3.7765, -4.7894, -4.2032], [4.2449, -3.3978, -4.5457], [3.2072, -4.4692, -2.1311], [1.9796, -5.3097, -3.1100], [4.5821, -5.4564, -3.8850], [3.2906, -5.2389, -5.0778], [5.0673, -3.0751, -3.9012], [4.5227, -3.3158, -5.5990], [2.1521, -7.8469, -6.4581], [1.4313, -6.9528, -6.8694], [1.7050, -5.6216, -6.7385], [0.6003, -4.8656, -7.2326], [-0.1299, -5.7932, -8.1681], [0.1069, -7.1453, -7.5441], [-0.0199, -4.5581, -6.3841], [0.9656, -3.9720, -7.7469], [-1.1880, -5.5435, -8.2829], [0.3352, -5.7605, -9.1609], [-0.6477, -7.3827, -6.7891], [0.1600, -7.9322, -8.2999], [1.2229, 5.7187, 4.0969], [0.8266, 6.4160, 5.0161], [0.4121, 5.9343, 6.2245], [-0.0839, 7.0143, 7.0140], [0.5495, 8.2529, 6.4365], [0.6787, 7.9068, 4.9746], [-1.1761, 7.0310, 6.9362], [0.1946, 6.8639, 8.0611], [-0.0317, 9.1600, 6.6217], [1.5471, 8.3958, 6.8695], [-0.2257, 8.1608, 4.4149], [1.5568, 8.3779, 4.5269], [3.1397, 4.9321, 0.5746], [4.2133, 4.3595, 0.4860], [4.4596, 3.3112, -0.3534], [5.7785, 2.8213, -0.1161], [6.5178, 3.9649, 0.5278], [5.4313, 4.6652, 1.3040], [5.7136, 1.9466, 0.5395], [6.2364, 2.5212, -1.0632], [7.3580, 3.6400, 1.1471], [6.9078, 4.6372, -0.2461], [5.3065, 4.2398, 2.3036], [5.6085, 5.7417, 1.3602], [-4.0664, 1.2110, -7.3327], [-3.3149, 0.9942, -6.3966], [-3.7288, 0.7003, -5.1291], [-2.5909, 0.6162, -4.2725], [-1.4257, 0.3369, -5.1853], [-1.8184, 1.0552, -6.4514], [-2.4833, 1.5671, -3.7402], [-2.7378, -0.1845, -3.5418], [-0.4679, 0.6667, -4.7741], [-1.3571, -0.7403, -5.3805], [-1.5027, 2.1022, -6.4400], [-1.4352, 0.5445, -7.3378]],
  "mulliken_charge": [-0.732, -0.176, -0.330, -0.486, -0.025, -0.687, 1.050, -0.771, 0.108, 0.009, -0.429, 0.007, 1.143, -0.291, -0.084, -0.163, -0.378, -0.119, 1.120, -0.649, -0.579, -0.549, -1.401, -0.769, 0.443, -0.659, 0.056, -0.908, 0.057, 0.226, -0.254, 0.247, 0.153, 0.286, 0.298, 0.133, 0.132, 0.300, 0.349, -0.075, 0.726, -0.592, 0.242, 0.122, -0.003, 0.399, 0.062, 0.121, -0.006, 0.455, 0.089, 0.205, 0.342, 0.246, 0.486, 0.038, 0.306, 0.366, -0.152, 0.179, 0.343, 0.194, 0.896, 0.156, 0.139, -0.646, 0.512, -0.304, -0.473, 0.014, -0.448, 0.258, 0.343, 0.390, -0.179, 0.280, 0.320, -0.589, 0.398, -0.281, -0.378, -0.562, -0.333, 0.218, 0.343, 0.324, 0.274, 0.248, 0.289, -0.640, 0.561, -0.315, -0.413, -0.514, -0.426, 0.268, 0.301, 0.325, 0.275, 0.263, 0.313, -0.572, 0.481, -0.324, -0.336, -0.536, -0.371, 0.215, 0.311, 0.326, 0.267, 0.239, 0.331, -0.592, 0.411, -0.336, -0.073, -0.371, -0.421, 0.094, 0.160, 0.338, 0.211, 0.259, 0.305]
}